# 1
Here is the ion C4H6NO with charge +1 from OMol25. Energies are from ωB97M-V/def2-TZVPD.

```
12
Properties=species:S:1:pos:R:3:forces:R:3:mulliken_charge:R:1
C -1.67982 1.05969 0.47276 -2.0 -2.9 0.2 -0.743
H 2.05274 -2.01058 -0.30893 -0.9 1.0 -0.1 0.372
C 2.30669 -0.07322 -0.89899 -1.7 1.5 -0.1 0.120
C 1.56987 -0.98268 -0.45720 1.8 -1.6 0.4 -0.446
H -2.26654 0.61226 1.38502 1.4 1.4 -1.4 0.306
C 0.08489 -0.77890 0.00062 -2.0 0.1 -1.0 0.512
H 2.60342 0.88932 -1.32650 0.7 -0.7 0.1 0.363
H -1.41734 2.07639 0.44423 -1.1 1.6 0.4 0.337
N -0.32408 0.55893 0.43490 2.2 -1.0 -0.8 -0.220
O -0.09668 -0.56777 1.32020 0.2 -1.2 0.3 -0.280
H -2.30714 0.72265 -0.39752 0.8 0.5 0.5 0.301
H -0.52602 -1.50609 -0.66860 0.6 1.2 1.6 0.376
```
Positions in Å, forces in eV/Å.

Properties
- HOMO energy (eV) = -14.486
- orbital gap (eV) = 6.587
- E_tot (Eh) = -285.46634
- charge = +1



# 2
Here is the molecule C3H4ClN3S from OMol25. Energies are from ωB97M-V/def2-TZVPD.

```
12
Properties=species:S:1:pos:R:3:forces:R:3:mulliken_charge:R:1
H 2.74133 0.30846 -0.89707 -0.6 0.0 0.3 0.252
N 0.93537 -0.01127 -0.03229 0.7 0.6 -0.2 0.838
H -2.91645 0.64054 1.22232 -0.2 -0.1 -0.5 0.140
H -1.16717 -2.35725 -0.20834 0.2 0.7 0.1 0.445
C -0.67328 -1.37563 -0.15595 0.5 -1.5 -0.2 -0.067
C -0.19148 0.75808 -0.10456 0.8 -0.5 -0.2 0.396
H 2.77412 0.13599 0.72148 0.1 -0.4 0.8 0.255
N 2.24263 0.52009 -0.02601 -0.8 0.0 -1.0 -0.720
C -1.25270 -0.10580 -0.19957 -0.6 0.4 0.5 -0.256
N 0.65940 -1.34108 -0.08163 -0.7 0.9 0.0 -0.888
S -2.95076 0.37771 -0.11111 0.2 -0.2 0.3 -0.254
Cl -0.20101 2.45017 -0.12727 0.2 0.0 0.1 -0.142
```
Positions in Å, forces in eV/Å.

Properties
- HOMO energy (eV) = -9.250
- orbital gap (eV) = 9.977
- E_tot (Eh) = -1139.31451



# 3
Here is a cluster of 2 separate species, C2H6N2P in total from OMol25. Energies are from ωB97M-V/def2-TZVPD.

```
11
Properties=species:S:1:pos:R:3:forces:R:3:mulliken_charge:R:1
N -0.20865 0.81518 0.80047 0.5 0.1 0.0 -0.096
P -0.59956 -0.82514 -1.27961 -0.4 -0.2 0.2 0.091
H 1.71041 -0.12530 -1.51550 0.0 0.1 0.1 0.275
H -1.71508 -0.64483 0.96895 0.1 0.1 -0.2 0.342
H 1.80526 1.28279 0.45758 0.1 0.0 0.0 0.398
C -1.29952 0.05599 0.23285 -0.7 -0.4 -0.3 -0.520
H -0.33141 1.35099 1.64791 0.2 0.1 0.0 0.233
H 0.95320 -3.38255 -0.43943 -0.1 0.1 0.0 0.019
N 0.88569 -0.00636 -0.94250 0.5 0.2 0.0 -0.135
C 0.92057 0.75366 0.13513 -0.3 0.1 0.2 0.041
H -2.12093 0.72557 -0.06586 0.2 -0.1 0.0 0.352
```
Positions in Å, forces in eV/Å.

Properties
- HOMO energy (spin up / spin down) (eV) = -14.352 / -12.585
- orbital gap (spin up / spin down) (eV) = 8.883 / 8.725
- E_tot (Eh) = -530.30420
- charge = +1



What are the max |F| values for these records? In order: 3.55, 1.55, 0.87 eV Å⁻¹.